[1]
Entry from the OMol25 dataset: a structure of composition C12H30Cd2N2O8 in a non-equilibrium geometry (ωB97M-V/def2-TZVPD).

Values from the calculation:
multiplicity	2
expectation value of S²	0.75
gap between HOMO and LUMO (spin up / spin down)	4.603 / 7.041	eV
charge	-1

Structure (XYZ):
```
54
Properties=species:S:1:pos:R:3:forces:R:3:lowdin_charge:R:1
H 1.9486 0.8783 -0.2416 -0.7 0.4 1.1 0.0401
N -0.3019 -0.6225 0.5062 -0.4 -2.0 0.5 0.0118
H 3.2997 1.1051 -3.2860 0.6 -0.1 1.2 0.0813
H 0.0673 0.5621 3.7046 -0.2 -0.3 -0.4 0.0471
O -2.2815 1.9658 0.5037 -2.9 -1.1 2.8 -0.6331
H 3.9176 -0.4563 -1.3531 0.3 0.2 1.3 0.1279
C 1.9192 -0.1053 -1.8935 1.6 1.5 -1.8 -0.4232
H -2.6710 1.2934 -4.6527 -0.3 0.2 -0.2 0.0828
H -0.7044 -2.4422 -1.3466 0.0 -0.5 -0.1 0.0765
Cd -2.3205 3.8448 -0.4740 -1.3 2.3 0.6 0.8856
H 1.7459 0.9102 -3.7429 -0.4 -0.4 -0.3 0.0858
H 0.3555 -1.1332 -0.0657 1.2 0.6 0.1 0.0464
H -1.0087 -1.8085 4.6470 1.8 -0.4 0.0 0.0825
H 3.1624 -1.7901 -2.0202 -0.3 -0.9 0.7 0.1166
C -1.6238 -2.1090 -0.8652 -0.5 -0.6 -0.1 -0.0505
H -2.2964 1.6647 1.4331 -0.2 0.7 -0.7 -0.0640
C -2.4866 1.5842 -2.6293 1.8 1.1 2.0 -0.7296
C 2.9901 -1.0223 -1.2661 -2.0 1.1 0.0 -0.1499
C 0.6420 2.3454 2.6919 1.3 2.2 -2.3 -0.7609
O -0.2859 3.4729 -0.6851 2.4 2.1 -1.5 -0.6419
C -3.1988 0.9541 -3.7614 -0.4 -0.8 -0.7 -0.0230
H -1.9230 -2.9582 3.8488 -0.2 -0.3 -0.7 0.0831
O 1.2239 3.4142 2.9360 -0.3 -0.1 2.1 -0.0443
Cd -0.5103 1.4673 -0.2905 1.6 -1.3 0.4 1.2377
H 1.0533 -0.6233 -2.3057 -0.5 -0.4 1.1 0.1290
H 0.1655 1.9531 4.6760 -0.8 0.4 0.2 0.0705
O -0.1546 -2.5535 2.7268 0.1 0.5 0.4 -0.2001
O 0.7320 1.9238 1.4983 0.0 -2.1 0.5 -0.2038
H 2.8469 -0.4884 -3.7819 -0.2 -0.1 -0.3 0.0769
C -1.2774 -1.6869 0.5707 -0.6 -1.0 -0.6 -0.3878
H 3.6499 -0.1098 1.0158 0.2 0.0 -0.1 0.0938
H -1.6706 -1.2580 3.2622 -0.6 -0.2 -0.4 0.0722
O -2.8315 2.7264 -2.2455 -1.3 -0.7 -1.7 -0.2286
H 0.3184 3.5714 -1.4464 -0.8 0.3 0.6 -0.0561
C 3.0216 -0.9839 1.1869 1.4 0.7 1.2 -0.1215
O 2.4524 -1.4461 0.0088 0.4 -0.7 -1.4 -0.1960
H -2.4215 -2.8496 -0.9230 0.4 -0.8 0.4 0.0733
H -2.1614 -1.3185 1.0911 -0.1 -0.2 0.1 0.1280
H 3.6153 -1.7385 1.7029 0.4 -0.3 -0.3 0.0813
C 2.5083 0.3618 -3.1898 0.0 0.5 -2.2 -0.1037
H -1.2571 1.7476 3.4805 0.0 0.1 0.4 0.0694
H -0.0005 -0.7422 1.4627 1.3 1.3 0.3 0.0584
H -3.1064 -0.1320 -3.7684 0.1 0.0 0.2 0.0655
H -2.0465 -1.4068 -1.5838 0.4 1.1 0.7 0.0593
O -1.4603 1.0174 -2.1304 -1.4 -1.3 -2.5 -0.1846
C -0.1980 1.6194 3.7041 0.9 -0.4 0.5 -0.0242
H -1.4621 -3.5834 1.5986 -0.4 -0.3 -0.2 0.1060
H 0.0971 -3.5435 0.9268 0.5 0.8 -0.2 0.1250
C -1.2025 -2.1684 3.6366 -0.7 0.7 -0.6 -0.1081
H 2.3556 -0.6544 1.9844 -1.0 0.0 -0.6 0.0824
N 1.5555 1.1108 -1.1424 1.5 -1.9 0.9 0.0142
H 2.1159 1.9303 -1.3284 0.1 0.1 -0.9 0.0948
C -0.6378 -2.8967 1.4060 -2.3 0.0 0.8 -0.1490
H -4.2586 1.2071 -3.7914 0.2 0.3 -0.1 0.0790
```
Positions in Å, forces in eV/Å.

[2]
Entry from the OMol25 dataset: an isolated molecule of C3H6N2S in a non-equilibrium geometry (ωB97M-V/def2-TZVPD).

Values from the calculation:
SMILES string	CN/N=C\C=S
energy above the lowest of the compared OMol25 structures with the same formula, charge and spin	91.3	kcal/mol
gap between HOMO and LUMO	7.710	eV

Structure (XYZ):
```
12
Properties=species:S:1:pos:R:3:forces:R:3:lowdin_charge:R:1
H 3.4562 1.0783 -0.3884 -0.4 0.0 -1.5 0.0855
C 2.8514 0.9219 -1.3418 0.0 1.8 -0.2 -0.1170
H 0.7060 1.5254 -1.2898 2.5 -3.8 2.1 0.2378
S -2.4999 -0.3956 0.9912 -0.6 -0.5 0.1 0.6536
N 1.2146 -0.4691 -0.2643 1.6 1.1 -0.8 -0.0222
C -1.0454 0.0329 0.4851 0.9 3.3 0.2 -0.7525
H -0.8819 1.2120 0.3727 -0.1 -2.5 0.0 0.0772
C 0.1488 -0.7640 0.3667 -1.6 -3.1 -0.5 -0.2923
N 1.4745 0.6438 -0.8986 -2.2 3.4 -2.1 -0.1878
H 0.0837 -1.9186 0.5103 -0.1 2.3 0.5 0.1323
H 3.3241 0.1425 -1.9851 -0.6 0.4 0.6 0.0726
H 2.7591 1.9226 -1.9996 0.5 -2.2 1.7 0.1127
```
Positions in Å, forces in eV/Å.

[3]
Entry from the OMol25 dataset: a structure of composition C3H9N2O in a non-equilibrium geometry (ωB97M-V/def2-TZVPD).

Values from the calculation:
energy above the lowest of the compared OMol25 structures with the same formula, charge and spin	53.6	kcal/mol
gap between HOMO and LUMO	11.431	eV
charge	+1

Structure (XYZ):
```
15
Properties=species:S:1:pos:R:3:forces:R:3:lowdin_charge:R:1
H 0.9638 1.6531 1.4267 0.3 0.3 0.5 0.1044
C -0.8509 1.5554 0.5353 -1.1 5.4 1.0 -0.1914
N -1.6304 0.6132 0.2431 -0.9 -1.0 0.4 0.1091
C -3.7755 -1.5410 0.1592 -1.6 -2.6 -1.4 0.0486
H -0.1025 -1.3317 -1.0241 -1.1 -0.9 -0.1 0.1127
H 0.8655 2.7231 0.0346 0.0 -0.4 -0.4 0.1111
C 0.5968 1.7366 0.4118 -0.2 -2.6 0.6 -0.0392
H -2.6610 0.7334 0.2197 1.0 0.3 0.6 0.1016
O -4.2174 -2.4704 -0.3492 1.2 2.5 1.4 0.0754
N -0.7724 -1.7182 -0.3346 -0.6 0.8 -0.1 0.1021
H -1.6016 -2.2865 -0.6274 1.8 0.4 -0.1 0.0795
H 0.9199 0.8056 -0.0462 1.1 0.5 -0.8 0.0762
H -1.1931 2.6215 0.9246 -0.6 -2.3 -0.9 0.1746
H -1.2773 -0.5824 0.2159 0.2 0.7 -1.5 0.0563
H -0.2227 -2.0926 0.4018 0.3 -1.2 0.6 0.0789
```
Positions in Å, forces in eV/Å.

[4]
Entry from the OMol25 dataset: the ion C4H8P with charge +1 in a non-equilibrium geometry (ωB97M-V/def2-TZVPD).

Values from the calculation:
energy above the lowest of the compared OMol25 structures with the same formula, charge and spin	75.6	kcal/mol
gap between HOMO and LUMO (spin up / spin down)	7.339 / 8.246	eV
charge	+1

Structure (XYZ):
```
13
Properties=species:S:1:pos:R:3:forces:R:3:lowdin_charge:R:1
C 1.0608 2.1119 0.8727 0.0 -0.4 -0.8 0.0302
H 0.5371 -2.3558 0.4777 0.2 -0.4 0.8 0.1095
H -2.0501 1.7179 -0.3509 0.0 -0.6 0.7 0.0824
H -0.8493 -1.5925 -0.2901 -0.4 -0.1 0.3 0.0578
H 2.0498 -0.3171 -0.6327 -0.8 -1.1 0.4 0.1034
C 0.9762 -0.5104 -0.3899 0.8 2.4 -0.6 -0.1891
H 0.3527 -2.3714 -1.1733 0.6 -0.9 -1.7 0.0870
H -1.7399 -0.1186 -0.2207 -0.4 0.7 -0.4 0.0352
C -1.4783 0.8909 0.1082 -0.1 -0.2 1.5 -0.2231
H 2.1019 2.4517 0.8729 -0.3 -0.2 0.0 0.0130
P 0.2471 1.0636 -0.1762 1.2 -0.7 0.5 0.8829
C 0.2074 -1.7551 -0.3454 0.2 0.7 0.7 -0.0964
H -1.4156 0.7848 1.2477 -1.0 0.7 -1.4 0.1072
```
Positions in Å, forces in eV/Å.

[5]
Entry from the OMol25 dataset: a structure of composition C26H36HfN3O in a non-equilibrium geometry (ωB97M-V/def2-TZVPD).

Values from the calculation:
gap between HOMO and LUMO	5.468	eV
charge	+1

Structure (XYZ):
```
67
Properties=species:S:1:pos:R:3:forces:R:3:lowdin_charge:R:1
C 0.6960 -2.2947 0.3578 0.3 -0.3 -1.0 -0.3620
C -3.3921 -0.1156 -1.5348 0.1 -0.7 -0.8 -0.0329
H -2.9835 0.0084 -2.5525 -0.1 0.1 0.3 0.0849
C 1.0155 3.5483 -2.0172 -0.3 0.1 0.3 -0.0896
H -2.2024 0.3728 4.7679 0.4 0.0 -0.2 0.1349
C -0.1423 -2.2202 -1.8091 0.3 0.6 0.9 -0.2169
C -2.7892 0.8450 -0.5773 0.7 0.1 2.0 -0.3365
C 0.6141 2.5689 -1.1068 0.4 0.4 -0.8 -0.1625
C -2.8847 2.2916 -0.9007 -0.2 0.7 -0.1 -0.0635
N 2.1393 1.5059 3.2280 0.3 0.2 1.5 -0.0081
H -0.8642 0.3928 -3.2657 0.3 0.2 0.1 0.0729
H -0.0558 1.1917 5.7845 0.4 0.1 -0.3 0.1340
H -1.0764 -4.7129 -0.5122 0.0 0.1 0.0 0.1055
O 1.7179 0.9610 1.0239 0.0 0.6 2.8 -0.1119
H 0.0538 -3.1139 2.2563 0.1 0.1 -0.1 0.0771
C 0.0470 1.3818 -1.5546 -0.7 -0.9 0.9 -0.2609
H -2.2727 2.8991 -0.2239 -0.1 -0.1 -0.1 0.0818
C 1.3326 1.0611 2.2607 -0.2 -0.9 -2.8 -0.4321
H -1.5854 -3.7918 0.9048 0.0 0.0 0.0 0.0773
N -1.7298 0.2501 3.8750 0.6 1.3 0.4 0.1866
N 0.0602 0.6179 2.4697 0.8 1.0 1.8 0.1095
C 1.8226 -0.9796 -2.9693 0.3 0.2 -0.4 -0.0299
C -0.9842 -2.4808 -3.0040 -0.3 -0.1 -0.4 -0.0263
H -2.5278 2.4948 -1.9182 -0.1 -0.1 0.1 0.0852
H 2.5920 -1.6789 -3.3227 -0.1 0.0 0.1 0.1005
H 0.8116 2.7608 -0.0517 0.1 -0.1 -0.2 0.0777
H 3.5736 2.7954 2.3369 -0.1 -0.1 -0.1 0.1135
C 3.0424 -1.1996 -0.1146 0.5 0.0 0.0 -0.0479
H 3.1480 -0.9686 0.9496 0.0 -0.1 -0.2 0.0594
Hf -0.0178 -0.0551 0.2211 -1.4 -1.8 -2.8 1.6555
C -0.3173 1.2647 -2.9001 0.6 0.7 -0.2 -0.1565
C 0.7214 3.4095 -3.3662 0.2 -0.1 0.0 -0.0868
H -1.8689 -1.1615 2.0741 -0.2 0.1 -0.3 0.0372
H -2.0224 -2.6928 -2.7365 0.1 0.0 0.0 0.0727
H -2.7129 -1.6250 0.5695 0.6 -0.1 -0.1 0.0538
C 3.5314 1.9335 2.9978 0.1 0.0 -0.1 0.0457
H -3.2379 -1.1661 -1.2553 0.0 0.4 -0.1 0.0609
H -2.3282 0.4712 3.0788 0.2 -0.7 0.2 0.0873
C -2.2745 0.4599 0.6695 -2.8 0.0 -1.1 -0.3260
H 1.0124 4.1893 -4.0685 0.0 -0.2 0.1 0.1047
H -2.3712 -3.5287 -0.6564 0.1 0.0 0.0 0.0759
C -0.3823 -2.7135 -0.5050 1.1 0.5 0.2 -0.2602
C -1.4123 -3.7257 -0.1690 -0.3 -0.1 0.2 -0.0358
C 0.0496 2.2656 -3.8034 -0.3 -0.1 0.1 -0.0801
H 1.1528 -0.7693 -3.8051 0.1 0.0 0.1 0.0737
H 3.9244 2.2234 3.9635 0.1 0.1 0.1 0.0922
C -2.0049 -0.9258 1.0141 -0.2 0.3 1.0 -0.2336
H 1.6061 -3.7132 1.6527 -0.1 0.1 0.2 0.0981
C 0.9685 -2.8207 1.7282 0.1 -0.3 0.3 -0.0396
H 4.1472 1.1219 2.6161 -0.2 0.0 -0.2 0.1094
C 0.3651 1.1640 4.7780 0.5 0.0 1.2 0.0331
C 1.6449 -1.5830 -0.4719 -0.4 -0.7 -0.7 -0.3533
H -2.3136 1.2262 1.4496 0.7 0.4 -0.5 0.0979
H -0.9990 -1.6287 -3.6881 0.1 -0.1 0.0 0.0654
H 1.5448 4.4069 -1.6178 -0.1 0.2 -0.3 0.0998
C 1.1005 -1.5359 -1.8002 0.2 0.2 1.2 -0.2518
C -0.4453 0.6934 3.7334 -1.0 -0.8 -1.9 -0.2871
H 2.3242 -0.0437 -2.7063 0.0 -0.1 -0.1 0.0864
H 3.3686 -0.3167 -0.6763 -0.1 -0.1 0.1 0.0844
H 3.7534 -2.0035 -0.3459 -0.2 0.0 0.0 0.0987
H 2.3749 1.8624 5.2544 -0.3 0.0 0.1 0.1448
H -0.6098 -3.3418 -3.5726 -0.1 0.1 0.1 0.1006
H -4.4868 0.0265 -1.6278 0.5 0.2 0.2 0.1112
H 1.4987 -2.1015 2.3640 0.0 -0.1 0.0 0.0662
C 1.6535 1.5266 4.5199 -0.6 -0.2 -0.7 0.0344
H -3.9172 2.6697 -0.8389 0.1 -0.2 -0.1 0.0967
H -0.1961 2.1465 -4.8532 0.0 0.1 0.0 0.1046
```
Positions in Å, forces in eV/Å.

[6]
Entry from the OMol25 dataset: a structure of composition C15H24CrS3 in a non-equilibrium geometry (ωB97M-V/def2-TZVPD).

Values from the calculation:
multiplicity	4
expectation value of S²	3.83
energy above the lowest of the compared OMol25 structures with the same formula, charge and spin	0.8	kcal/mol
gap between HOMO and LUMO (spin up / spin down)	8.755 / 8.365	eV
charge	+3

Structure (XYZ):
```
43
Properties=species:S:1:pos:R:3:forces:R:3:lowdin_charge:R:1
H -1.9268 -3.0930 1.1291 0.4 0.2 -0.2 0.1119
H 0.4385 -1.4853 -3.6421 -0.4 -0.2 0.3 0.1160
C 2.0364 -0.2210 1.5421 1.5 0.5 0.6 -0.3052
H -1.9372 0.4759 -3.3044 0.2 -0.1 0.4 0.1107
C 1.9895 2.8453 -0.8189 0.4 -0.1 -0.5 0.0186
C -2.5135 1.0031 -1.2319 -0.4 2.0 0.2 -0.4052
C 0.6028 2.1147 1.0850 -1.3 -0.1 0.3 -0.0021
C -1.8119 -2.7515 0.0895 1.4 -0.5 1.2 -0.3612
H -1.5428 2.3134 2.7406 -0.4 0.1 -0.4 0.1028
C -1.5489 0.9830 -2.4081 0.8 -0.6 -0.6 -0.3638
H -3.1372 -1.5605 -1.2021 0.4 -0.1 0.4 0.1136
H 0.5168 -0.6078 3.0865 1.1 0.7 -0.2 0.1865
C -2.7470 -1.6395 -0.1692 -1.0 1.5 -0.6 -0.3868
S 0.1080 0.1811 -2.0162 -0.8 0.1 -1.1 0.9714
C 0.9619 0.1230 2.3638 -1.5 -1.2 1.6 -0.0337
S -2.0526 0.0295 0.2605 -2.0 0.3 -0.6 0.9585
H -1.3405 2.0006 -2.7578 0.2 -0.2 0.2 0.1051
C -0.6784 1.8592 3.2013 -1.5 -0.5 1.6 0.0120
Cr 0.2043 -0.0379 0.3061 -0.1 0.1 -1.0 0.2707
H 2.5696 -2.2074 2.2517 -0.1 -0.2 -0.1 0.1104
H -3.5530 0.7758 -1.5708 0.7 -0.1 0.6 0.1306
H 2.4786 2.3599 -1.6726 0.1 0.5 0.2 0.1094
H 2.6158 3.6659 -0.4026 0.0 -0.7 -0.1 0.1470
H 3.0482 0.2624 -0.2690 0.5 0.1 -0.1 0.1590
H -3.6266 -1.6753 0.4882 0.2 -0.3 -0.2 0.1165
C -0.1197 -1.5416 -2.6883 0.3 0.6 -1.0 -0.3917
H 1.0994 3.3839 -1.1544 -0.1 -0.3 0.0 0.1071
C 3.0129 -1.2972 1.8647 0.0 -0.4 -0.8 0.0285
C 2.3116 0.6099 0.4316 0.8 -0.5 0.1 -0.0451
C 0.5368 -2.5875 -1.8112 -1.4 0.1 0.6 -0.3769
H -2.0208 -3.6323 -0.4909 0.1 -0.3 -0.6 0.1130
H 1.6146 -2.6054 -1.8435 0.4 0.2 0.1 0.1014
H -1.1915 -1.6964 -2.9496 0.7 0.0 0.5 0.1155
H -0.2720 2.7019 3.7693 0.5 -0.1 -0.1 0.1393
H 0.1954 -3.5806 -2.1106 0.0 0.0 0.1 0.1184
H 3.7432 -0.9823 2.6026 -0.1 0.5 0.4 0.1321
H -2.5261 2.1034 -0.9317 -0.3 -1.5 0.2 0.1253
H -1.0606 1.1369 3.9762 0.6 0.5 -0.9 0.1394
H 3.6286 -1.4417 0.9733 -0.1 -0.6 0.1 0.1101
C 1.6785 1.8319 0.2290 -0.9 1.2 0.2 -0.2713
C 0.2723 1.3376 2.2280 1.1 0.4 -0.5 -0.2758
H -0.1080 2.9115 0.8475 0.6 0.2 0.1 0.1668
S 0.0514 -2.3656 -0.0208 -0.7 -1.0 -0.4 0.9712
```
Positions in Å, forces in eV/Å.

[7]
Entry from the OMol25 dataset: a structure of composition C5H16N4 (ωB97M-V/def2-TZVPD).

Values from the calculation:
energy above the lowest of the compared OMol25 structures with the same formula, charge and spin	143.3	kcal/mol
gap between HOMO and LUMO	6.998	eV

Structure (XYZ):
```
25
Properties=species:S:1:pos:R:3:forces:R:3:lowdin_charge:R:1
H -0.2148 -3.2949 2.1816 0.0 0.1 -0.1 0.0352
C -0.4067 -0.0536 0.0204 -0.2 0.4 -0.3 -0.0696
H -1.0101 0.2934 0.8433 0.0 0.0 0.1 0.0909
C -0.8362 1.5358 -1.1909 0.3 -0.6 0.5 -0.1421
H -1.4640 -2.3024 1.7835 0.1 0.0 0.0 0.0340
C 0.8978 0.4343 -0.1781 0.1 0.2 0.0 -0.4468
H -0.0026 2.0780 -1.6368 0.0 0.0 0.0 0.0729
H 2.4349 1.4231 0.6772 -0.1 0.0 0.0 0.1151
N -0.5179 -2.5928 1.5018 0.0 0.1 0.2 -0.1037
N 0.3833 -1.5024 1.4469 -0.1 0.2 0.0 -0.3239
H 1.0833 -0.2255 -2.2153 0.0 0.0 0.0 0.0827
H 0.8275 -1.2042 3.4245 -0.1 0.0 -0.1 0.0483
N 1.4739 1.1410 0.7894 -0.1 -0.1 -0.1 0.1762
C 1.7085 0.0046 -1.3557 0.0 0.1 0.0 -0.0105
H 2.2354 -0.9049 -1.0548 0.0 0.0 0.0 0.1022
H -2.2008 1.7601 -2.8656 0.0 0.0 0.1 0.0691
H 1.1590 0.8816 1.7392 0.0 0.0 -0.1 0.0860
H -0.7815 -0.8397 -0.6133 0.0 0.0 0.0 0.1017
N 0.3650 -0.7017 2.6635 -0.1 -0.2 -0.1 -0.1091
H 2.4446 0.7603 -1.6388 0.0 0.0 0.0 0.0894
H -2.6191 0.4468 -1.7625 0.0 0.0 0.0 0.0705
H -0.5986 -0.5398 2.9891 0.1 -0.1 -0.1 0.0463
H -1.2743 0.2645 -2.8868 0.0 0.0 0.0 0.0659
H -1.3047 2.1641 -0.4359 0.0 0.0 0.0 0.0776
C -1.7820 0.9744 -2.2261 0.0 0.0 0.0 -0.1584
```
Positions in Å, forces in eV/Å.

[8]
Entry from the OMol25 dataset: an isolated molecule of C3H8N4O in a non-equilibrium geometry (ωB97M-V/def2-TZVPD).

Values from the calculation:
SMILES string	CNN/C=N\C=N\O
energy above the lowest of the compared OMol25 structures with the same formula, charge and spin	101.6	kcal/mol
gap between HOMO and LUMO	9.298	eV

Structure (XYZ):
```
16
Properties=species:S:1:pos:R:3:forces:R:3:lowdin_charge:R:1
H 1.8155 -2.3538 -0.2263 -0.9 0.7 0.2 0.1333
H 0.2632 2.4820 0.5218 0.0 -0.2 0.0 0.0889
H 0.0402 0.6110 -1.0286 -0.6 0.7 -0.1 0.0443
C 1.0638 -1.5146 -0.1544 2.1 0.5 -0.6 -0.1909
H -3.1125 0.5156 -1.1557 -0.7 0.6 -1.4 0.0597
N 0.9163 0.8964 -0.6138 1.2 -0.9 -1.4 -0.1035
H 0.0125 0.8910 1.2958 0.1 0.3 0.3 0.0632
C 0.7008 1.4939 0.6913 -1.4 -0.8 -0.7 -0.1050
N -1.5473 -0.2508 -0.5926 -0.1 -1.2 1.0 -0.0304
H 2.5877 -0.3455 -0.8993 0.2 0.1 -0.2 0.1155
O -2.8288 0.2463 -0.3078 0.3 -0.2 1.1 -0.0638
N -0.0595 -1.7103 0.4062 1.3 -1.7 0.1 0.0657
H -1.8843 -1.1664 1.2072 -0.1 -0.1 0.1 0.1285
C -1.1946 -1.0377 0.3813 -1.3 1.9 -1.0 -0.2708
H 1.6190 1.6101 1.1725 1.5 0.2 0.9 0.0547
N 1.6081 -0.3671 -0.6975 -1.7 0.1 1.7 0.0106
```
Positions in Å, forces in eV/Å.